77
Properties=species:S:1:pos:R:3:mulliken_charge:R:1 method="wB97M-V/def2-TZVPD" e_lumo_ev=-3.27 homo_ev=-10.07 multiplicity=1 homo_lumo_gap_ev=6.797 charge=+1
Sc -0.697 -0.462 -0.321 -0.68
C -5.164 -0.480 0.417 -0.64
C -5.155 -0.811 1.748 -0.70
C -3.988 -1.135 2.413 -0.93
C -2.750 -1.102 1.719 0.40
C -2.770 -0.696 0.370 0.46
C -3.963 -0.414 -0.279 -0.03
C -1.468 -1.366 2.374 1.57
C -1.401 -1.788 3.717 -0.92
C -0.170 -2.008 4.284 -0.97
C 1.023 -1.770 3.541 0.85
C 2.325 -1.880 4.096 -0.76
C 3.459 -1.577 3.376 -0.71
C 3.347 -1.174 2.033 -1.00
C 2.094 -1.040 1.459 0.10
C 0.926 -1.322 2.194 0.34
N -0.350 -1.212 1.639 0.67
H -6.110 -0.298 -0.077 0.44
H -6.079 -0.836 2.321 0.40
H -4.036 -1.451 3.445 0.35
H -3.960 -0.103 -1.314 0.47
H -2.300 -1.951 4.304 0.40
H -0.128 -2.396 5.288 0.45
H 2.418 -2.253 5.117 0.40
H 4.445 -1.646 3.829 0.41
H 4.262 -0.992 1.469 0.49
H 2.040 -0.734 0.399 0.24
O -1.071 -8.546 -1.930 -0.47
C -1.070 -7.601 -2.890 0.64
O -1.396 -7.903 -4.027 -0.55
C -0.657 -6.201 -2.561 0.43
C -0.236 -5.371 -3.622 -0.75
C 0.156 -4.082 -3.396 -0.66
C 0.102 -3.568 -2.096 0.57
S 0.698 -1.955 -1.865 -0.19
C -0.356 -4.366 -1.030 -0.43
C -0.730 -5.667 -1.273 -0.90
H -0.523 -8.256 -1.154 0.33
H -0.220 -5.772 -4.633 0.42
H 0.523 -3.412 -4.176 0.39
H -0.351 -3.915 -0.051 0.40
H -1.097 -6.259 -0.447 0.33
O -0.391 1.421 0.371 -0.23
As 0.638 2.677 -0.354 1.10
C 1.596 3.396 1.159 0.58
C 2.976 3.354 1.303 -0.13
C 3.580 3.977 2.386 -0.78
C 2.811 4.633 3.333 -0.45
C 1.431 4.668 3.197 -0.70
C 0.820 4.072 2.104 -0.54
C 1.429 1.756 -1.873 0.86
C 2.804 1.629 -2.064 -0.77
C 3.265 0.823 -3.100 -0.61
C 2.373 0.206 -3.963 -0.43
C 1.013 0.372 -3.797 -0.73
C 0.542 1.178 -2.769 -0.74
C -0.564 4.026 -0.996 0.10
C -0.045 5.148 -1.613 -0.54
C -0.882 6.146 -2.082 -0.67
C -2.257 6.018 -1.940 -0.44
C -2.781 4.884 -1.334 -0.57
C -1.940 3.887 -0.860 -0.21
H 3.572 2.812 0.595 0.18
H 4.661 3.917 2.491 0.42
H 3.280 5.080 4.199 0.41
H 0.820 5.146 3.945 0.41
H -0.251 4.101 1.968 0.46
H 3.506 2.152 -1.413 0.38
H 4.330 0.665 -3.224 0.43
H 2.777 -0.432 -4.762 0.37
H 0.318 -0.167 -4.422 0.44
H -0.531 1.398 -2.679 0.65
H 1.040 5.238 -1.741 0.34
H -0.469 7.045 -2.539 0.40
H -2.918 6.780 -2.339 0.40
H -3.852 4.769 -1.214 0.42
H -2.329 2.998 -0.383 0.57